166
Properties=species:S:1:pos:R:3:forces:R:3:lowdin_charge:R:1 method="wB97M-V/def2-TZVPD" lumo_ev=-0.044 e_tot_ha=-5704.51569 total_charge=0 e_above_lowest_kcal_mol=229.0 gap_ev=9.258
C 0.20031 4.41816 7.36279 0.102 -0.426 0.490 -0.089
O 0.20162 3.41625 6.34456 0.503 -0.583 -0.676 -0.215
P -0.24914 3.72485 4.84051 2.620 0.353 1.758 0.353
O -1.56157 4.30125 4.82738 -2.167 0.610 -0.953 -0.201
O 0.91939 4.71160 4.35200 -0.251 -0.495 0.216 -0.239
C 0.62525 5.74729 3.38536 -1.142 -0.067 1.181 -0.063
O -0.03293 2.36158 4.08157 -1.379 0.890 0.440 -0.192
C 1.23663 1.82658 3.87431 0.824 -1.607 -1.380 -0.094
H -0.37479 5.27893 7.08319 -0.276 0.480 -0.307 0.077
H 1.21753 4.71282 7.63604 -0.058 -0.097 -0.322 0.092
H -0.26576 3.98168 8.24864 0.025 -0.030 -0.127 0.091
H -0.15558 5.34968 2.73808 0.470 0.176 -0.734 0.077
H 1.59487 5.98290 2.93858 -0.605 0.236 -0.169 0.090
H 0.09301 6.57709 3.92755 1.038 -0.404 -0.547 0.105
H 1.91451 2.52301 3.42401 0.335 0.657 -0.003 0.053
H 1.12598 1.02647 3.10746 -0.003 0.375 0.693 0.086
H 1.64749 1.39580 4.76996 0.115 -0.096 0.499 0.094
C 1.40640 -5.52182 0.51625 1.071 -1.169 -0.035 -0.053
O 2.51751 -5.43605 1.46957 0.052 1.700 1.141 -0.237
P 2.53084 -4.10139 2.39155 1.156 0.023 -0.904 0.430
O 2.50270 -2.77849 1.69606 -0.503 -1.477 0.749 -0.251
O 3.91482 -4.17012 3.21578 -0.838 -1.245 0.406 -0.213
C 4.25695 -5.27722 4.10862 -0.774 0.828 1.271 -0.076
O 1.35355 -4.40685 3.44300 0.272 0.364 -0.028 -0.215
C 0.92546 -3.28391 4.23053 0.306 1.586 -0.866 -0.090
H 1.38159 -6.62198 0.28620 -0.281 1.258 -0.038 0.110
H 1.66358 -4.91775 -0.37301 -0.421 -0.345 0.469 0.087
H 0.52153 -5.21213 1.05060 -0.574 0.055 -0.343 0.063
H 3.44862 -5.73195 4.71975 -0.225 0.774 -0.724 0.097
H 4.96266 -4.91084 4.85390 0.077 0.337 -0.317 0.086
H 4.69886 -6.08744 3.61248 0.692 -0.878 -1.234 0.063
H 0.21489 -2.67867 3.67449 -0.313 -0.191 -0.391 0.064
H 1.74226 -2.55948 4.39274 -0.016 -0.598 0.319 0.094
H 0.42596 -3.52742 5.14781 0.199 -0.849 0.419 0.084
C -2.32474 2.49115 1.88185 0.867 -0.069 0.705 -0.084
O -3.59587 2.17318 1.33490 -0.501 -0.157 1.050 -0.268
P -4.76763 1.75328 2.35452 -1.965 -1.612 0.142 0.438
O -4.71338 0.36595 2.94787 0.181 2.470 -1.418 -0.257
O -6.06097 2.08448 1.40741 0.878 1.361 -0.109 -0.252
C -6.18909 3.55954 0.98579 0.665 -1.508 0.216 -0.021
O -4.99558 2.87509 3.44349 0.259 0.608 -0.689 -0.232
C -4.58784 2.77537 4.80242 0.341 -0.165 0.367 -0.073
H -2.41844 3.33238 2.54908 -0.162 0.316 0.490 0.067
H -1.65028 2.82421 1.10137 -0.108 -0.392 -0.438 0.087
H -1.87307 1.65716 2.45915 -0.436 0.333 -0.497 0.089
H -6.51544 4.13389 1.83427 -0.223 0.013 0.391 0.068
H -6.90390 3.67095 0.15993 0.294 -0.594 0.294 0.092
H -5.19330 3.91522 0.69827 -0.278 -0.131 -0.138 0.078
H -3.65963 3.32386 4.92266 0.315 -0.181 0.008 0.051
H -4.45894 1.69596 4.98977 -0.180 0.584 0.615 0.089
H -5.31623 3.31137 5.43857 0.010 -0.754 -0.397 0.099
C 0.34235 2.49730 -1.75872 -0.840 -1.038 0.741 -0.030
O -0.32592 1.57598 -0.83379 0.023 -0.434 -0.510 -0.240
P -0.71356 0.10962 -1.31838 0.384 0.628 -0.708 0.384
O -1.75549 0.00518 -2.36756 0.661 -0.217 0.621 -0.233
O 0.73149 -0.51512 -1.67223 -0.845 0.156 -0.227 -0.261
C 0.80542 -1.86407 -2.21663 2.739 0.377 -0.156 -0.058
O -1.13271 -0.55644 0.03758 0.961 -0.089 0.938 -0.198
C -0.07701 -0.41478 1.08812 -1.752 0.369 -0.028 -0.032
H 1.37311 2.50359 -1.44024 0.468 -0.109 -0.746 0.083
H -0.07366 3.45292 -1.56693 -0.453 0.955 0.270 0.072
H 0.04587 2.21960 -2.76744 0.783 -0.053 -0.224 0.080
H 1.12409 -2.55114 -1.41202 -0.381 0.303 -0.280 0.085
H 1.66043 -1.85132 -2.98851 -1.507 0.002 1.032 0.119
H -0.10959 -2.16194 -2.65543 -0.871 -0.317 -0.485 0.044
H -0.29722 -1.18580 1.79550 -0.080 -0.532 0.364 0.052
H -0.27363 0.55464 1.58651 0.608 -0.473 -0.551 0.066
H 0.91059 -0.58594 0.68371 0.128 0.291 -0.084 0.067
C -3.77613 -2.52991 -1.78243 -0.042 0.426 1.803 -0.088
O -4.81825 -3.54292 -1.87563 0.041 0.530 0.641 -0.196
P -6.09873 -3.60233 -0.92024 1.319 1.508 1.297 0.367
O -7.22092 -4.29466 -1.50858 -0.709 -0.574 -0.548 -0.207
O -5.61912 -4.14264 0.51094 0.207 -0.611 -0.304 -0.231
C -5.42804 -5.55996 0.67316 -0.068 -0.199 0.587 -0.088
O -6.32394 -2.09060 -0.42868 0.614 -0.585 -1.075 -0.245
C -7.63799 -1.56809 -0.38011 -0.912 -0.055 0.837 -0.105
H -2.84424 -2.89018 -1.33451 -0.161 -0.725 -0.456 0.092
H -3.98088 -1.68067 -1.09428 -0.692 -0.568 -0.555 0.079
H -3.61202 -2.15006 -2.75925 0.167 0.278 -0.805 0.063
H -5.18094 -5.76768 1.73642 -0.375 0.317 -0.673 0.093
H -4.59354 -5.91000 0.08798 0.419 -0.005 -0.322 0.081
H -6.31849 -6.10975 0.35391 0.026 0.149 0.217 0.086
H -8.20796 -2.15285 0.39426 0.177 0.625 -0.939 0.109
H -8.13486 -1.57081 -1.36822 0.206 -0.200 0.547 0.096
H -7.53367 -0.53926 -0.02355 -0.079 -0.150 -0.076 0.079
C 3.78800 0.02438 0.45057 0.567 -0.154 -0.098 0.066
N 5.17243 0.53083 0.15234 0.940 0.771 -0.587 -0.395
O 5.84370 1.01581 1.06546 -0.934 -0.567 -0.901 0.045
O 5.58772 0.41348 -1.01136 -0.677 0.089 1.665 0.037
H 3.97163 -1.03697 0.64619 -0.497 0.075 0.055 0.084
H 3.17902 0.17015 -0.44019 0.100 -0.120 0.044 0.083
H 3.36821 0.53867 1.31655 0.344 -0.072 -0.128 0.092
C -2.21703 0.56752 -5.41019 0.364 -0.760 0.002 0.058
N -0.96523 -0.20585 -5.12048 -0.081 0.813 0.221 -0.431
O -1.03597 -1.38803 -5.36035 0.446 -0.297 0.156 0.062
O 0.00767 0.38904 -4.67356 -0.510 -0.540 -0.483 0.036
H -2.01842 1.60200 -5.30359 0.106 0.884 0.577 0.082
H -2.97606 0.15823 -4.74239 0.093 0.277 -0.155 0.097
H -2.42851 0.38472 -6.44992 -0.299 -0.333 -0.277 0.094
C -4.52198 1.19795 -1.34132 -0.069 0.997 1.673 0.050
N -4.00863 2.51640 -1.90935 -1.936 -1.635 -0.876 -0.405
O -2.98850 2.97320 -1.45190 -0.332 0.412 -0.450 0.067
O -4.69707 2.93085 -2.84967 1.348 0.600 0.809 0.032
H -5.57816 1.00550 -1.56919 0.489 0.467 -0.364 0.101
H -4.42150 1.34725 -0.23299 0.153 -0.735 -1.530 0.071
H -3.86449 0.45425 -1.75790 0.279 -0.271 0.112 0.047
C 7.15507 -2.11430 0.39178 0.176 1.536 1.729 -0.036
C 7.13004 -2.29330 -1.07746 -0.082 -0.203 0.290 -0.545
O 6.29270 -3.02399 -1.55527 -0.046 0.001 -0.350 0.069
C 8.15069 -1.61090 -1.91755 1.110 -0.003 0.157 -0.026
H 6.11591 -2.14818 0.74316 0.261 0.107 0.071 0.075
H 7.68177 -1.18678 0.78360 -0.786 -0.856 -0.778 0.102
H 7.65880 -2.91564 0.91205 0.209 -0.589 -0.157 0.082
H 9.17588 -2.04896 -1.72486 -1.055 0.558 -0.163 0.112
H 8.17696 -0.51837 -1.82312 0.027 -0.297 0.459 0.084
H 7.83421 -1.81988 -2.90570 0.134 -0.265 -1.248 0.064
C 3.38023 0.79238 -3.68038 0.622 0.417 0.616 0.000
C 3.59345 2.11720 -4.32482 0.962 0.457 -1.154 -0.491
O 3.24045 3.16093 -3.83786 -0.491 0.381 0.806 0.042
C 4.27413 2.18170 -5.69522 -1.295 2.465 -0.500 -0.019
H 2.32599 0.61968 -3.68872 -0.826 -0.362 0.041 0.051
H 3.72310 0.83253 -2.63168 -0.103 -0.074 -0.498 0.073
H 3.89909 0.02467 -4.22584 0.140 -0.479 -0.060 0.085
H 5.23527 1.71043 -5.74491 0.606 -0.071 0.099 0.067
H 4.25077 3.30758 -6.04917 0.547 -2.225 0.889 0.123
H 3.63776 1.69452 -6.42259 -0.219 -0.510 -0.178 0.072
C -2.60731 -2.97414 2.30776 1.092 0.521 0.330 -0.013
C -2.51263 -4.33629 2.97074 -0.393 1.012 0.883 -0.523
O -2.07234 -5.25899 2.35461 0.599 -1.174 -0.552 0.068
C -3.12787 -4.48608 4.35148 -0.504 1.015 -0.748 -0.011
H -1.69380 -2.88477 1.66582 -0.846 0.151 0.456 0.080
H -2.73692 -2.08990 2.98997 0.150 -0.905 -0.589 0.100
H -3.46927 -3.03175 1.65721 -0.337 0.164 -0.270 0.070
H -2.58797 -3.99293 5.15062 0.361 0.276 -0.037 0.074
H -3.29095 -5.50426 4.63291 -0.145 -0.641 -0.043 0.071
H -4.06683 -3.92060 4.23309 -0.027 -0.376 0.468 0.094
C -0.25032 -6.16478 -4.79179 -0.365 0.638 -0.780 -0.018
C -0.84204 -5.09116 -3.93508 -0.450 0.236 2.775 -0.460
O -0.39641 -4.82083 -2.81690 0.311 -0.271 -1.396 0.030
C -2.20762 -4.50117 -4.23407 0.191 0.190 -1.569 -0.014
H -0.28751 -5.77981 -5.82228 0.477 -0.314 0.117 0.090
H -0.95478 -6.99059 -4.79131 -0.133 -0.265 0.097 0.086
H 0.73060 -6.51510 -4.46621 -0.160 0.313 -0.092 0.088
H -2.34709 -4.06322 -5.25066 0.247 -0.539 0.572 0.096
H -2.44444 -3.73783 -3.52418 0.225 0.362 0.398 0.029
H -2.94621 -5.27769 -4.08530 -0.236 -0.381 -0.164 0.090
C 4.66438 4.20222 -0.01129 -2.142 0.805 -1.113 -0.008
C 4.01851 3.75317 1.29951 2.511 1.889 0.335 -0.507
O 2.90763 3.33868 1.41781 -1.274 -0.748 -0.462 0.059
C 4.86374 4.00607 2.55855 0.305 -1.206 -0.337 -0.020
H 3.85038 4.51837 -0.75867 1.122 -0.717 1.003 0.107
H 5.24117 3.41161 -0.43803 0.264 -0.864 -0.345 0.057
H 5.36300 5.03385 0.03987 -0.057 0.119 0.645 0.078
H 5.93959 3.79715 2.43046 -0.401 0.114 -0.344 0.082
H 4.50292 3.24056 3.26728 0.039 0.946 0.292 0.083
H 4.79306 5.06428 2.84677 -0.337 -0.426 0.236 0.089
C 1.01613 4.90607 -5.60533 -0.926 0.311 -0.331 -0.026
C 1.81681 6.16819 -5.28252 1.522 0.151 0.192 -0.468
O 2.44160 6.85643 -6.06980 -0.980 -0.722 0.280 0.052
C 1.94536 6.40775 -3.76539 0.293 0.993 -0.622 -0.034
H 0.36261 4.81170 -4.71878 0.142 -0.632 -0.555 0.073
H 1.61439 3.98738 -5.77753 -0.035 0.758 0.519 0.075
H 0.37557 4.99991 -6.50915 0.447 0.280 0.516 0.088
H 2.27002 5.46558 -3.35776 -0.082 -0.450 0.457 0.044
H 0.99742 6.74204 -3.32715 0.070 -0.329 -0.048 0.082
H 2.71278 7.17478 -3.53191 -0.466 -0.418 -0.401 0.087